Entry 1:
C41H48AuN6OPS2 | ωB97M-V with the def2-TZVPD basis set

Values from the calculation:
* total charge: +2
* F_max: 0.005 hartree/bohr
* HOMO energy (alpha / beta): -0.449 / -0.449 Ha
* spin multiplicity: 3
* expectation value of S²: 2.045

XYZ file:
```
100
Properties=species:S:1:pos:R:3:forces:R:3:mulliken_charge:R:1
C -1.441 4.444 -0.641 0.0 0.0 0.0 -0.752
H 1.428 -1.764 -1.533 0.0 0.0 0.0 0.445
H 1.819 4.199 -1.394 0.0 0.0 0.0 0.614
P -0.464 0.271 2.071 0.1 -0.1 0.0 1.106
C 3.243 -0.599 -1.512 0.0 0.0 0.0 -0.209
C -6.722 0.107 0.538 0.0 0.0 0.0 -0.571
C 0.901 1.509 2.358 0.0 0.0 0.0 -0.714
C 0.867 -1.319 4.464 0.0 0.0 0.0 -0.998
C 1.087 1.030 4.714 0.0 0.0 0.0 -0.974
C -1.706 3.088 -0.614 0.0 0.0 0.0 -0.755
H 6.697 1.924 -0.097 0.0 0.0 0.0 0.470
N 0.145 -0.084 4.761 0.0 0.0 0.0 0.173
C 0.806 3.906 -1.164 0.0 0.0 0.0 -0.122
C -0.961 -6.795 -0.218 0.0 0.0 0.0 -0.835
N -3.432 0.303 -1.009 0.0 0.1 0.0 -0.005
C 0.636 -1.235 2.066 0.0 0.0 0.0 -0.678
C 0.485 2.565 -1.103 0.0 0.0 0.0 -0.093
H 1.604 -1.478 5.253 0.0 0.0 0.0 0.326
H 5.099 2.652 -0.001 0.0 0.0 0.0 0.341
C -1.440 -3.217 -0.946 0.0 0.0 0.0 -0.042
C 1.248 6.641 0.112 0.0 0.0 0.0 -1.527
H -2.245 5.133 -0.434 0.0 0.0 0.0 0.553
H 0.163 6.417 -3.181 0.0 0.0 0.0 0.368
C 3.773 0.683 -1.406 0.0 0.0 0.0 0.299
C -6.442 -0.553 1.714 0.0 0.0 0.0 -0.528
H 0.825 6.441 1.097 0.0 0.0 0.0 0.367
C -4.003 0.902 -2.009 0.0 0.0 0.0 -0.280
H 5.899 -0.980 -0.660 0.0 0.0 0.0 0.444
H 3.229 -0.286 3.941 0.0 0.0 0.0 0.290
C -5.136 -0.963 2.023 0.0 0.0 0.0 -0.944
C -0.802 -5.447 -0.164 0.0 0.0 0.0 -0.637
C -0.157 4.890 -0.937 0.0 0.0 0.0 0.425
H -4.955 -1.485 2.953 0.0 0.0 0.0 0.435
Au -1.165 0.016 -0.854 0.0 0.0 0.1 1.547
H 0.456 2.484 2.578 0.0 0.0 0.0 0.541
C 0.852 6.659 -2.370 0.0 0.0 0.0 -1.606
H -1.682 -0.714 3.954 0.0 0.0 0.0 0.402
H -7.244 -0.762 2.409 0.0 0.0 0.0 0.405
C -0.982 0.120 3.857 0.0 0.0 0.0 -1.070
C 2.470 -0.133 3.172 0.0 0.0 0.0 -1.001
C -3.413 -9.678 -2.075 0.1 0.2 0.1 0.815
C -2.535 -5.191 -1.877 0.0 0.0 0.1 -0.693
H 1.545 7.689 0.077 0.0 0.0 0.0 0.447
C -1.919 -7.382 -1.097 0.0 0.1 0.0 0.969
H 6.663 2.065 -2.641 0.0 0.0 0.0 0.485
H 0.168 -2.157 4.470 0.0 0.0 0.0 0.359
H 1.824 0.886 5.505 0.0 0.0 0.0 0.334
H -1.748 7.108 -1.567 0.0 0.0 0.0 0.441
H 5.405 1.090 0.770 0.0 0.0 0.0 0.319
C -1.590 -4.599 -0.992 0.0 0.0 0.0 0.678
N 1.025 0.238 -1.345 0.0 0.0 0.0 -0.494
H 2.149 6.036 -0.004 0.0 0.0 0.0 0.325
C 5.629 1.705 -0.104 0.0 0.0 0.0 -1.552
H -3.114 -11.680 -1.430 0.0 0.0 0.0 0.384
H 5.914 -0.845 -2.430 0.0 0.0 0.0 0.421
H -7.730 0.416 0.297 0.0 0.0 0.0 0.434
N -0.776 2.165 -0.854 0.0 0.0 0.0 -0.378
N 1.574 -1.289 3.181 0.0 0.0 0.0 0.210
H 2.968 -0.076 2.199 0.0 0.0 0.0 0.380
H -3.430 -6.959 -2.608 0.0 -0.1 0.0 0.479
C -3.275 -11.133 -2.362 0.0 -0.1 0.1 -1.149
N 1.802 1.137 3.441 0.0 0.0 0.0 0.173
H -3.459 1.236 -2.881 0.0 0.0 0.0 0.400
C -5.661 0.359 -0.333 0.0 0.0 0.0 0.694
H -3.122 -4.544 -2.515 0.0 0.0 0.0 0.457
H -0.364 -7.440 0.414 0.0 0.0 0.0 0.417
S -1.946 -9.089 -1.041 0.0 -0.1 -0.1 -0.216
H -1.521 1.025 4.148 0.0 0.0 0.0 0.472
H -0.080 -5.005 0.508 0.0 0.0 0.0 0.493
C 5.267 0.972 -1.405 0.0 0.0 0.0 1.787
H 5.311 1.381 -3.549 0.0 0.0 0.0 0.376
C 6.096 -0.308 -1.497 0.0 0.0 0.0 -2.161
C -0.986 7.272 -0.802 0.0 0.0 0.0 -2.144
O -4.278 -8.933 -2.380 -0.1 -0.1 -0.1 -0.436
C -4.088 -0.714 1.166 0.0 0.0 0.0 0.036
H -2.696 2.721 -0.381 0.0 0.0 0.0 0.580
H -3.078 -1.027 1.393 0.0 0.0 0.0 0.283
H 1.091 7.720 -2.435 0.0 0.0 0.0 0.468
C 1.501 1.489 -1.269 0.0 0.0 0.0 -0.515
C -4.357 -0.036 -0.025 0.0 0.0 0.0 -0.263
H -4.173 -11.492 -2.856 0.0 0.0 0.0 0.318
H -2.399 -11.295 -2.992 0.0 0.0 0.0 0.359
H -1.441 7.141 0.182 0.0 0.0 0.0 0.414
C 5.591 1.866 -2.613 0.0 0.0 0.0 -1.594
C 1.873 -0.778 -1.472 0.0 0.0 0.0 -1.260
H -0.002 -2.124 2.082 0.0 0.0 0.0 0.381
H 1.778 6.105 -2.529 0.0 0.0 0.0 0.331
H 3.225 2.746 -1.199 0.0 0.0 0.0 0.450
H 1.481 1.621 1.437 0.0 0.0 0.0 -0.107
H 7.154 -0.052 -1.469 0.0 0.0 0.0 0.428
H -0.667 8.311 -0.875 0.0 0.0 0.0 0.431
C -2.703 -6.541 -1.933 0.0 0.0 0.0 -0.453
H 3.879 -1.465 -1.614 0.0 0.0 0.0 0.585
C -1.331 -1.996 -0.909 0.0 0.0 0.0 -0.651
H 5.078 2.827 -2.557 0.0 0.0 0.0 0.301
C 2.860 1.733 -1.292 0.0 0.0 0.0 0.541
H 0.553 1.963 4.906 0.0 0.0 0.0 0.380
H 1.195 -1.266 1.126 0.0 0.0 0.0 0.235
C 0.224 6.361 -1.000 0.0 0.0 0.0 1.764
S -5.689 1.140 -1.878 0.0 0.0 0.0 -0.176
```
Forces are in eV/Å.


Entry 2:
C41H48N13O4SSr | ωB97M-V with the def2-TZVPD basis set

Values from the calculation:
* total charge: +1
* F_max: 0.087 hartree/bohr
* HOMO energy: -0.373 Ha

XYZ file:
```
108
Properties=species:S:1:pos:R:3:forces:R:3:mulliken_charge:R:1
H 2.795 3.985 4.887 0.1 0.1 0.0 0.443
H 0.963 3.593 0.180 0.2 0.1 -0.1 0.777
N 2.345 1.915 5.172 -0.1 -0.3 0.0 -0.054
H 0.598 -5.169 -0.640 0.1 -0.1 0.0 0.276
H 3.697 -3.314 -0.483 0.0 0.0 0.0 0.363
H 5.260 1.502 -0.043 0.1 0.1 0.0 0.219
C 1.469 -2.200 5.981 -0.4 -0.4 -0.1 -0.554
H 6.065 -1.110 -1.404 0.0 0.0 0.0 0.332
N -4.239 4.455 -2.796 -0.1 0.0 -0.9 -0.530
H -1.399 -1.697 -3.839 -0.1 -0.1 0.0 0.456
H -8.344 2.606 -0.265 -0.1 0.0 0.1 0.411
C -7.498 2.973 -0.824 0.0 0.0 0.2 -0.619
C -7.550 2.937 -2.224 -0.1 0.0 -0.2 -0.462
H 6.159 0.497 -2.118 0.0 0.0 0.0 0.359
C 0.033 -0.228 -3.238 0.2 0.2 -0.1 0.211
C -0.701 0.075 -1.951 -0.2 -0.6 -0.2 5.060
C 0.870 -3.448 1.266 -0.3 0.0 0.0 -0.638
H 1.246 -6.580 0.250 0.0 0.1 -0.1 0.369
C -2.971 1.952 1.812 0.0 -0.1 0.0 -1.583
C -0.461 -1.088 -0.933 -0.6 -0.5 -1.7 -2.104
H -8.424 2.516 -2.696 -0.1 0.0 -0.1 0.440
H 4.527 -5.168 0.718 0.0 -0.1 0.0 0.357
H 1.690 -6.385 2.592 0.0 0.0 0.0 0.385
C -3.140 -0.613 -1.726 0.2 0.0 0.1 -0.042
N 2.001 -0.948 5.930 0.0 0.3 -0.2 -0.101
H 2.621 -0.558 6.621 0.0 0.0 -0.1 0.195
C -3.474 4.725 0.596 0.2 0.3 0.1 -1.225
N 2.633 -5.071 -0.160 0.2 -0.2 -0.3 0.089
H 1.895 -1.125 -6.497 0.1 0.0 -0.1 0.435
O 2.524 0.964 -0.141 1.6 2.0 -1.1 -1.284
H 6.578 0.428 0.454 -0.1 0.0 0.0 0.485
H -3.816 1.814 1.137 0.0 -0.1 0.0 0.284
H 2.504 1.830 6.161 -0.1 0.0 0.0 0.203
C 5.593 0.463 -0.012 0.1 0.1 -0.1 -0.708
C -1.025 4.538 0.175 0.5 0.1 -0.1 -0.998
H 3.794 0.700 -2.308 -0.2 0.0 0.1 0.367
H 2.003 -3.306 -1.066 0.1 0.1 0.0 0.131
H -0.217 -2.267 -5.924 0.0 -0.1 -0.1 0.440
H -2.836 -1.417 -1.072 -0.1 0.0 0.1 0.502
H -4.179 2.145 -4.198 0.0 0.1 -0.1 0.612
C 4.140 -0.219 -1.843 0.0 -0.5 0.0 -1.172
C 1.716 -5.298 2.479 0.0 -0.1 0.1 -0.660
C 1.268 -5.488 0.162 -0.1 -0.1 -0.1 -0.648
C -3.900 1.384 -3.489 0.1 0.0 0.0 -1.109
H 1.632 -2.863 6.803 0.1 -0.1 0.2 0.485
N 3.095 -4.892 2.208 0.1 -0.1 0.2 0.033
H -3.280 5.802 0.697 -0.1 -0.3 0.1 0.247
C 2.483 3.060 4.445 0.0 0.4 -0.4 -0.918
N 2.237 -2.972 0.986 -0.1 0.0 0.2 1.246
H 0.236 -3.164 0.427 0.1 0.0 0.2 0.401
C -0.079 3.597 0.435 -0.3 0.4 0.0 -0.981
H 1.617 1.177 -2.907 0.0 0.0 0.1 0.468
C -5.410 3.928 -2.336 -0.3 -0.1 1.3 0.192
H 1.400 -4.828 3.415 0.0 -0.1 0.0 0.163
C -2.181 0.242 -2.248 -0.1 0.1 0.1 -0.330
C 3.501 -5.479 0.933 0.2 -0.1 0.1 -0.840
C 0.742 -2.348 4.831 0.3 -0.2 0.5 -0.590
C 1.594 -0.393 4.747 -0.2 -0.7 0.2 0.293
H 0.174 -3.198 4.514 -0.2 -0.2 0.0 0.635
H -4.123 4.386 1.408 0.1 0.1 -0.2 0.407
H -5.892 0.643 -3.227 -0.1 0.0 0.0 0.507
N 1.751 1.430 3.109 0.1 -0.7 0.5 0.634
O -0.768 -0.812 0.254 -2.9 -2.1 -0.2 -1.021
H 2.819 0.582 -4.978 0.1 0.1 0.0 0.461
N -2.203 4.045 0.673 0.2 -0.1 0.1 0.220
Sr 0.712 0.453 0.899 0.0 1.8 4.1 2.483
O -0.186 1.230 -1.289 -0.2 0.3 -0.8 -0.489
N -3.508 4.763 -1.819 1.0 0.5 0.6 -0.601
C 3.112 -3.444 2.058 0.2 0.1 0.2 -0.443
O 0.011 -2.135 -1.349 0.1 -0.3 -0.2 -0.776
N 0.834 -1.230 4.074 0.1 0.8 -0.4 -0.029
H -0.459 2.001 -1.808 0.1 0.0 0.3 0.500
H 0.507 -2.968 2.175 0.0 0.0 0.0 -0.277
H 4.909 -1.387 0.881 0.0 -0.2 0.1 0.086
H 3.928 -1.056 -2.504 -0.1 0.0 -0.1 0.481
C 2.666 -3.621 -0.259 -0.1 0.1 -0.2 -0.855
C -6.527 3.425 -3.001 0.0 0.1 0.1 -0.814
H 3.471 -6.566 1.020 0.1 0.0 0.0 0.361
C -2.574 1.253 -3.122 0.0 -0.1 0.1 -0.525
H -2.526 0.979 2.022 -0.1 0.1 0.0 0.227
S 3.095 -0.402 -0.337 2.5 -0.8 -1.0 1.426
H -1.838 1.920 -3.553 0.1 0.0 -0.1 0.472
H 4.270 0.065 1.698 -0.2 -0.1 0.1 0.194
H 4.144 -3.147 1.836 -0.1 0.0 0.1 0.230
C -6.411 3.476 -0.145 -0.1 -0.1 0.2 -0.825
C 1.892 0.085 -4.731 0.1 0.0 -0.2 -0.836
C 1.896 0.947 4.331 0.2 0.7 -0.2 -0.495
C -4.855 0.539 -2.947 0.0 -0.1 0.0 -0.587
C -4.475 -0.449 -2.057 -0.1 -0.1 0.0 -1.140
C 2.121 2.737 3.169 0.2 0.3 0.5 -0.710
H -6.577 3.425 -4.076 0.0 0.0 -0.2 0.449
C 5.599 -0.123 -1.420 0.1 0.1 0.1 -0.695
N -4.124 4.468 -0.654 -0.8 -0.3 -0.3 0.724
C 1.376 -0.873 -5.585 0.1 0.0 0.0 -0.661
H -5.218 -1.105 -1.629 -0.1 -0.1 0.0 0.480
H -3.338 2.393 2.741 0.0 -0.1 0.1 0.464
N -0.659 2.534 1.078 -0.8 0.3 0.4 0.229
C 1.221 0.413 -3.563 -0.2 0.0 0.1 -0.495
C 4.572 -0.363 0.745 -0.2 -0.2 -0.2 -0.507
C -5.353 3.930 -0.921 0.0 0.1 -0.9 1.505
H 2.120 3.358 2.298 0.0 0.2 -0.1 0.427
N 0.811 -4.895 1.415 -0.2 -0.2 0.1 0.192
H -0.969 5.490 -0.314 0.0 0.1 -0.1 0.524
C -0.476 -1.199 -4.095 0.1 0.1 -0.1 -0.433
C -1.940 2.817 1.192 0.3 0.0 0.2 0.883
C 0.191 -1.517 -5.264 -0.2 0.0 0.1 -0.837
H 2.793 -2.989 3.005 0.1 0.0 -0.1 -0.134
H -6.391 3.523 0.934 0.0 -0.1 0.1 0.405
```
Forces are in eV/Å.